1.
C10H10MnN2O7P2Se2 | ωB97M-V with the def2-TZVPD basis set

Properties
net charge: 0
LUMO energy (alpha / beta): -0.81 / -0.83 eV
spin multiplicity: 2
energy: -208442.489 eV
HOMO level (alpha / beta): -8.93 / -8.49 eV

Positions of all 34 atoms, in Å:
Mn -0.027658 0.112318 -0.488740
Se 1.776765 0.598330 1.857944
Se 3.091851 -1.123051 1.026174
C 2.877264 -0.782280 -0.855143
C 4.022148 -0.669870 -1.627310
C 3.887928 -0.513043 -2.997839
C 2.626084 -0.488317 -3.557371
C 1.536383 -0.604920 -2.711666
N 1.651316 -0.749050 -1.384868
C 0.163983 -0.412123 2.214587
C -0.516768 -0.258392 3.409063
C -1.699633 -0.960929 3.562753
C -2.143941 -1.792194 2.545340
C -1.400343 -1.867624 1.383629
N -0.262767 -1.180986 1.219265
H 4.994498 -0.694362 -1.157020
H 4.767462 -0.401452 -3.619190
H 2.474290 -0.361608 -4.619205
H 0.521813 -0.585966 -3.093159
H -0.134990 0.392148 4.182447
H -2.272628 -0.861203 4.475902
H -3.066491 -2.347238 2.630853
H -1.725486 -2.455606 0.536218
O -3.839243 -0.174703 -0.291424
P -2.664766 0.570382 -1.076677
O -3.145533 1.523325 -2.072956
O -1.635869 -0.512072 -1.422169
O -1.864426 1.324014 0.188937
P -0.894936 2.670680 -0.006523
O -0.348366 2.783376 1.508340
O -1.587124 3.900097 -0.383823
O 0.231443 2.037124 -0.832331
H -4.669089 0.298863 -0.439023
H -0.723173 3.586326 1.894969

Force components x, y, z for each atom (eV/Å):
0.32 -0.33 1.22
-0.13 -0.08 -0.11
-0.01 0.11 0.02
0.04 -0.25 0.04
-0.05 -0.11 0.01
0.19 0.01 -0.06
-0.14 -0.06 0.10
-0.01 -0.12 -0.20
-0.26 0.85 -0.21
0.26 0.00 0.16
0.07 -0.06 -0.04
-0.11 -0.03 0.08
0.08 0.00 0.01
0.04 -0.09 0.02
-0.54 0.32 -0.32
-0.01 0.03 0.01
-0.01 -0.01 0.02
-0.01 -0.01 0.01
0.00 0.08 0.02
0.01 -0.01 -0.01
0.01 0.00 -0.01
0.00 0.00 0.01
-0.02 0.05 -0.03
-0.11 -0.02 0.09
0.30 0.07 -0.14
-0.10 -0.06 0.02
-0.10 0.04 -0.16
0.28 -0.12 -0.19
-0.07 -0.05 -0.44
0.02 -0.02 0.14
0.04 -0.14 0.01
-0.09 0.14 -0.05
0.08 -0.04 0.02
0.04 -0.08 -0.02

Results of the natural (NBO) charge analysis, in e, for atoms 1 through 6: Mn 1.163; Se 0.295; Se 0.206; C 0.050; C -0.252; C -0.132



2.
C4H9BrNS | ωB97M-V with the def2-TZVPD basis set

Properties
net charge: +1
LUMO energy (alpha / beta): -5.63 / -5.63 eV
spin multiplicity: 1
energy: -86652.487 eV
HOMO level (alpha / beta): -13.89 / -13.89 eV

Positions of all 16 atoms, in Å:
C -1.186405 -0.065813 0.531669
C -1.433858 -0.695103 -1.003124
C 1.088630 -0.382565 -1.390172
C 1.156834 0.408717 1.433901
N 0.070025 0.589830 0.519289
S 0.038347 -1.654974 -1.216711
Br 0.997012 1.099895 -2.549788
H -2.031708 0.560175 0.761822
H -1.174723 -0.829830 1.236330
H -2.298088 -1.255420 -0.998017
H -1.566382 0.088609 -1.673202
H 2.016890 -0.627527 -0.884022
H 1.514033 1.480028 1.783061
H 0.860356 -0.202034 2.306605
H 2.016116 -0.112722 0.958182
H -0.067080 1.598735 0.184176

Force components x, y, z for each atom (eV/Å):
0.39 -0.13 -2.35
1.41 0.47 3.05
-0.42 0.60 0.85
1.37 1.38 1.69
-0.54 2.97 -2.52
-0.54 -0.17 -0.61
0.08 -0.78 0.52
-0.24 0.54 -0.14
-0.04 -1.65 1.08
-1.76 -1.61 -0.05
0.13 1.37 -1.30
0.47 0.48 -0.77
-0.58 -2.39 -0.47
0.09 0.49 -0.30
-0.46 0.45 0.53
0.62 -2.01 0.79

Results of the natural (NBO) charge analysis, in e, for atoms 1 through 6: C -0.218; C -0.545; C -0.350; C -0.424; N -0.538; S 0.562



These records have relative energy (zero: lowest compared OMol25 entry of this formula, charge and spin) values of 0.0; 173.1 kJ/mol, in the order they appear.